(1)
Density functional theory data (ωB97M-V/def2-TZVPD) for a cluster of 2 separate species, C17H19ClN2O4S in total in a non-equilibrium geometry.

Geometry as XYZ:
```
44
Properties=species:S:1:pos:R:3:mulliken_charge:R:1
C -5.17079 -0.61711 0.95092 -0.95
H -5.33672 -1.68747 0.89355 0.46
O -3.82876 -0.28803 1.47466 -0.34
C -2.82190 -1.03384 0.99407 0.09
C -2.81823 -2.01264 -0.24361 -1.10
C -1.70109 -2.49284 -0.43454 -0.76
C -0.55472 -2.29756 0.36995 0.67
C -0.52781 -1.31626 1.19288 0.21
C -1.74596 -0.73375 1.62013 -0.50
H -1.68876 -0.15587 2.56646 0.38
H 0.33132 -0.91200 1.88929 0.17
C 0.69280 -2.76799 -0.35205 -1.37
N 2.05122 -2.40823 0.03768 -0.22
C 2.91804 -1.61422 -0.69750 0.43
O 2.71444 -1.75044 -2.06642 -0.70
C 4.07834 -1.14031 0.02424 -0.95
H 4.08650 -1.23719 1.03300 0.52
H 4.96002 -1.79684 -0.28606 0.42
C 4.51571 0.39818 -0.71720 -0.99
N 3.18912 1.17002 -0.48281 -0.26
S 2.21631 1.36708 0.65399 1.38
O 2.24359 0.34941 1.79821 -0.66
O 2.50970 2.79112 1.34466 -0.78
C 0.57350 1.43756 0.16967 -0.07
C 0.37077 0.82080 -1.38421 0.11
C -0.82066 0.68222 -1.68541 -0.69
C -1.88345 1.22011 -1.05440 0.38
C -1.59282 2.31013 0.05681 -0.81
C -0.42837 2.09908 0.72321 -0.29
H -0.06256 2.66640 1.56274 0.48
H -2.40372 2.83026 0.50829 0.45
Cl -3.51099 1.38723 -1.84234 -0.19
H -1.09987 0.13122 -2.54283 0.46
H 1.13468 -0.04743 -1.63496 0.14
H 3.32588 1.95133 -1.03977 0.27
H 4.72127 0.41200 -1.67363 0.50
H 5.27417 0.75531 -0.27818 0.61
H 2.15479 -2.00118 1.39496 0.38
H 0.80101 -2.87497 -1.32569 0.97
H 0.67712 -3.76300 0.23810 0.27
H -1.55471 -3.12815 -1.19207 0.67
H -3.87546 -1.97100 -0.41983 0.65
H -6.05500 -0.08650 1.45806 0.26
H -5.26165 -0.41390 -0.14542 0.31
```

Values from the calculation:
LUMO, eV: -0.818
HOMO, eV: -8.205
Largest force on an atom, eV/A: 13.19
HOMO-LUMO gap, eV: 7.4


(2)
Density functional theory data (ωB97M-V/def2-TZVPD) for a structure of composition C4H12BCsF4NO in a non-equilibrium geometry.

Geometry as XYZ:
```
24
Properties=species:S:1:pos:R:3:mulliken_charge:R:1
Cs -0.96890 -1.17636 -0.70984 0.81
C 1.59097 2.60171 -0.09103 -1.39
C 0.53735 1.46731 0.09798 -0.26
C 1.05830 0.32328 1.01424 -0.57
O 0.08606 -0.70926 0.82993 -0.44
C 0.39382 -1.85267 1.55571 -0.56
N -0.78294 2.09222 0.64680 -0.15
H -0.61706 2.47609 1.56617 0.37
H -1.02669 2.82052 -0.00914 0.38
H -1.47616 1.36033 0.58444 0.29
H 1.78385 3.19316 0.80401 0.41
H 1.26920 3.16774 -0.96520 0.43
H 2.56755 2.13584 -0.22275 0.38
H 0.25037 1.16231 -0.90837 0.33
H 1.10676 0.61360 2.06374 0.46
H 2.05409 0.00192 0.70887 0.38
H -0.40166 -2.54888 1.29002 0.38
H 0.31007 -1.69312 2.63071 0.31
H 1.33237 -2.30117 1.23003 0.32
B -1.74390 -2.62354 -2.41054 0.57
F -1.77930 -3.91313 -2.89208 -0.35
F -2.15744 -2.67620 -1.05781 -0.37
F -0.63884 -1.93001 -2.65887 -0.34
F -2.74789 -1.99170 -3.09703 -0.37
```

Values from the calculation:
LUMO, eV: -4.233
HOMO, eV: -11.701
Charge: +1
Largest force on an atom, eV/A: 15.70
HOMO-LUMO gap, eV: 7.5


(3)
Density functional theory data (ωB97M-V/def2-TZVPD) for a structure of composition C60H73BFIrN9O5S3Te in a non-equilibrium geometry.

Geometry as XYZ:
```
154
Properties=species:S:1:pos:R:3:mulliken_charge:R:1
Ir 0.86002 -0.77162 0.08674 2.16
C 2.87514 -0.59089 5.74462 -1.87
C 1.94791 0.15438 4.77994 1.55
C 1.15997 1.24184 5.52085 -1.99
C 2.76107 0.82185 3.66941 -1.86
N 0.97223 -0.85548 4.26366 0.99
C -0.12826 -1.22247 5.01213 -0.44
C -0.70781 -2.27367 4.40434 -1.34
N 0.02083 -2.57794 3.28543 -0.04
B -0.39775 -3.77173 2.39114 0.70
N 0.79311 -4.36601 1.61896 0.42
C 1.62029 -5.27899 2.21804 -1.34
C 2.49961 -5.71569 1.29403 -0.45
N 2.22045 -5.06789 0.11244 0.76
C 1.17843 -4.22689 0.33923 -1.35
S 0.42642 -3.13809 -0.77924 1.17
C 2.95721 -5.30441 -1.16122 1.32
C 1.97199 -5.81593 -2.21474 -1.16
C 3.62997 -4.00381 -1.59861 -1.48
C 4.03586 -6.36424 -0.94236 -2.49
N -1.55637 -3.40990 1.42549 0.55
C -2.32288 -4.39282 0.84927 -1.49
C -3.37432 -3.80981 0.24409 -0.40
N -3.26908 -2.44638 0.43493 0.68
C -2.12331 -2.22327 1.14363 -0.78
S -1.43553 -0.71651 1.57626 0.44
C -4.34065 -1.47106 0.09171 1.58
C -4.96744 -0.99145 1.40652 -1.75
C -3.77337 -0.29282 -0.70534 -1.32
C -5.41204 -2.16259 -0.74874 -2.31
C 1.03653 -1.70001 3.19960 -0.24
S 2.19064 -1.70593 1.91597 -0.35
H 3.57261 0.10635 6.20704 0.48
H 3.44508 -1.34977 5.20837 0.34
H 2.30399 -1.08219 6.53324 0.37
H 1.80577 2.10109 5.68685 0.51
H 0.81187 0.90450 6.49679 0.44
H 0.30320 1.56790 4.92987 0.44
H 3.26247 1.69888 4.07842 0.64
H 2.12037 1.14270 2.84707 0.16
H 3.52285 0.15960 3.27832 0.48
H -0.42356 -0.70658 5.90443 0.63
H -1.58145 -2.83583 4.67991 0.67
H -0.81007 -4.62174 3.12797 -0.17
H 1.51280 -5.55558 3.25071 0.67
H 3.28614 -6.43467 1.40410 0.54
H 1.15583 -5.11236 -2.35963 -0.14
H 1.55193 -6.77700 -1.91475 0.42
H 2.49369 -5.95465 -3.16119 0.49
H 2.90343 -3.22177 -1.79658 0.05
H 4.21065 -4.17848 -2.50430 0.64
H 4.29914 -3.64222 -0.81726 0.58
H 3.60642 -7.32331 -0.65145 0.60
H 4.76364 -6.04653 -0.19609 0.52
H 4.56815 -6.51093 -1.88003 0.40
H -2.05649 -5.43193 0.91833 0.66
H -4.17570 -4.26348 -0.30474 0.60
H -4.21983 -0.49151 2.02204 0.25
H -5.37329 -1.83681 1.96421 0.41
H -5.78070 -0.29667 1.19642 0.46
H -3.17407 0.35161 -0.07356 0.07
H -4.59538 0.28919 -1.12645 0.61
H -3.13551 -0.65374 -1.51169 0.17
H -5.90992 -2.95061 -0.18393 0.55
H -4.98920 -2.57093 -1.66710 0.47
H -6.16460 -1.42680 -1.02508 0.46
F -1.94784 3.68119 4.57128 -0.43
C -2.02057 3.82749 3.22406 0.41
C -1.29522 2.98561 2.43784 -0.56
C -1.42025 3.02643 1.04633 1.18
C -0.66252 2.06518 0.24412 0.36
O 0.19587 1.36249 0.79151 -0.31
C -1.02485 2.04987 -1.14439 -0.46
C -1.89646 2.96330 -1.63849 -0.71
N -2.54012 3.89389 -0.89024 0.41
C -3.48141 4.78523 -1.52587 -0.38
C -4.46454 4.22495 -2.50675 -0.89
C -4.93980 4.70529 -1.17055 -0.44
C -2.31752 3.93655 0.47178 -0.34
C -2.97714 4.85746 1.29934 -0.98
C -2.85924 4.81864 2.67904 -0.43
N -3.59216 5.67239 3.50851 0.28
C -3.05253 6.25343 4.72020 -0.62
C -4.08739 6.13866 5.83212 -0.76
N -5.32143 6.86927 5.39954 -0.07
C -5.84762 6.31599 4.11322 -0.98
C -4.75767 6.38308 3.04268 -0.57
C -0.55027 0.95226 -2.04708 0.50
O -0.18603 1.21897 -3.19669 -0.62
O -0.63425 -0.24154 -1.58092 -0.47
H -0.65356 2.23032 2.87046 -0.02
H -2.12188 2.97240 -2.69614 0.89
H -3.06923 5.76782 -1.72712 0.44
H -4.45959 3.15683 -2.67400 0.25
H -4.69529 4.80402 -3.38839 0.28
H -5.24667 3.95351 -0.45544 0.25
H -5.50339 5.62702 -1.12005 0.29
H -3.59622 5.60882 0.83644 1.01
H -2.80361 7.31519 4.56244 0.29
H -2.14592 5.74667 5.03048 0.41
H -3.71624 6.56498 6.76295 0.38
H -4.34287 5.09171 5.98844 0.40
H -5.08325 7.85618 5.26489 0.39
H -6.03820 6.81851 6.12554 0.35
H -6.72308 6.88533 3.80343 0.42
H -6.13312 5.27875 4.28096 0.37
H -4.53015 7.43521 2.81255 0.28
H -5.15204 5.91599 2.14356 0.48
C 8.27726 2.71763 -1.76246 -1.51
C 6.91032 2.10156 -1.67881 0.69
C 6.59800 0.94685 -2.38173 -1.11
C 5.35150 0.34670 -2.28083 0.81
C 5.06512 -0.89136 -3.08197 -1.39
C 4.37844 0.92904 -1.45426 0.12
C 4.64502 2.14521 -0.80369 1.08
C 3.60277 2.87705 -0.00136 -1.21
C 5.91349 2.69548 -0.91447 -1.08
C 3.07731 0.24427 -1.21089 0.87
O 3.02891 -1.00634 -0.98438 -0.49
O 2.00817 0.90313 -1.17693 -0.65
H 8.98696 2.03308 -2.22305 0.37
H 8.63927 2.98495 -0.76974 0.38
H 8.24587 3.63029 -2.36014 0.30
H 7.34442 0.49246 -3.02298 0.36
H 5.81337 -1.02564 -3.86146 0.50
H 4.08652 -0.82850 -3.55338 -0.01
H 5.06685 -1.76997 -2.43672 0.21
H 3.03832 2.20321 0.64165 -0.16
H 2.88814 3.35128 -0.67550 0.27
H 4.06822 3.65024 0.60924 0.41
H 6.13191 3.61796 -0.38831 0.41
Te 1.12089 -1.19109 -3.35845 0.12
C -0.67718 -1.98831 -4.16723 1.03
C -0.83950 -3.36768 -4.20013 -0.12
C -1.98075 -3.92017 -4.76032 -0.78
C -2.96078 -3.09455 -5.29157 -0.66
C -2.79821 -1.71787 -5.25705 -0.67
C -1.65777 -1.16031 -4.69584 -0.61
C 2.10583 -1.89174 -5.13670 0.57
C 2.51695 -3.21521 -5.23612 -0.13
C 3.12760 -3.66506 -6.39720 -0.66
C 3.32626 -2.79531 -7.45983 -0.64
C 2.91533 -1.47425 -7.36239 -0.70
C 2.30931 -1.02095 -6.19946 -0.53
H -0.07068 -4.01106 -3.79328 0.09
H -2.10224 -4.99481 -4.78865 0.49
H -3.84456 -3.52476 -5.74321 0.43
H -3.55815 -1.07440 -5.68086 0.47
H -1.52125 -0.08864 -4.68344 0.51
H 2.35770 -3.89597 -4.40814 0.19
H 3.44740 -4.69600 -6.47174 0.46
H 3.80347 -3.14706 -8.36433 0.40
H 3.06405 -0.79511 -8.19069 0.46
H 1.98628 0.01092 -6.12112 0.47
```

Values from the calculation:
LUMO (alpha / beta), eV: -4.559 / -4.973
HOMO (alpha / beta), eV: -11.003 / -11.007
Charge: +2
Multiplicity: 2
Largest force on an atom, eV/A: 4.56
<S²>: 0.7548
HOMO-LUMO gap (alpha / beta), eV: 6.4 / 6.0